A molecular structure, C49H54N8O4SeY at a distorted geometry. Source: the Open Molecules 2025 dataset; level of theory: the ωB97M-V functional and the def2-TZVPD basis.

Results
energy relative to the best compared isomer or geometry (same formula, charge and spin)	0.0	kJ/mol
charge	-1
gap between HOMO and LUMO (alpha / beta)	5.072 / 4.195	eV

The geometry in XYZ format:
```
117
Properties=species:S:1:pos:R:3:forces:R:3:mulliken_charge:R:1
Y 0.46909 -0.42207 0.36441 0.4 1.1 -1.2 0.21
N -1.75472 0.52558 1.30081 0.2 -0.3 0.3 1.22
C -2.53820 -0.53824 1.81049 0.0 0.2 0.2 0.26
C -3.89922 -0.46662 1.94214 0.0 0.1 -0.1 -0.36
C -4.62185 -1.50075 2.56224 -0.1 -0.1 0.1 -0.91
C -3.97485 -2.56624 3.11864 -0.1 0.0 0.1 -1.09
C -2.56696 -2.65661 3.02928 0.0 0.1 -0.1 1.54
C -1.81983 -3.66646 3.66644 0.1 0.0 0.0 -1.05
C -0.45942 -3.66316 3.55934 -0.1 -0.2 0.1 -1.39
C 0.15877 -2.70604 2.74278 0.0 0.2 0.0 -0.14
N -0.49868 -1.75662 2.11258 -0.4 -0.5 0.7 0.87
C -1.84758 -1.67227 2.31157 -0.1 -0.1 0.1 -0.33
H -2.36046 1.25615 0.95528 0.0 0.2 -0.2 0.00
H -1.16923 0.89214 2.08265 -0.1 0.2 0.1 -0.93
H -4.42127 0.40730 1.56585 0.0 -0.1 0.0 0.51
H -5.70141 -1.43531 2.62155 0.0 0.1 0.0 0.40
H -4.51898 -3.33691 3.65344 0.0 0.0 0.0 0.40
H -2.33740 -4.41330 4.25746 0.0 0.0 0.0 0.46
H 0.14756 -4.39554 4.07309 0.0 0.0 0.0 0.49
H 1.23423 -2.71604 2.62793 0.0 0.0 -0.1 0.38
C 4.66509 0.21490 5.86966 0.0 0.0 0.0 -0.74
O 5.14255 -0.98085 5.26485 0.0 0.1 0.1 -0.48
C 4.58569 -1.32370 4.08642 0.0 -0.1 -0.2 1.04
C 5.01925 -2.55351 3.54115 0.1 0.0 0.1 -1.21
C 4.47993 -2.98458 2.36582 -0.1 -0.1 -0.1 -1.15
C 3.48225 -2.25569 1.67514 -0.1 0.2 0.1 0.97
C 2.85110 -2.76434 0.47858 0.2 -0.1 -0.1 0.79
C 3.48544 -3.86437 -0.33270 0.0 0.0 0.0 -1.71
O 1.76835 -2.34230 0.04269 -0.2 0.0 0.2 -0.43
C 3.06582 -1.00040 2.22450 0.3 -0.1 0.0 -0.49
O 2.20544 -0.23888 1.64230 0.4 -0.2 0.4 1.75
C 3.65594 -0.55652 3.43049 -0.2 0.1 0.0 -0.52
H 5.15544 0.28038 6.83614 0.0 0.0 0.0 0.25
H 3.58281 0.18723 6.00570 0.0 0.0 0.0 0.33
H 4.92311 1.08966 5.27015 0.0 0.0 0.0 0.29
H 5.75922 -3.13460 4.07638 0.0 0.0 0.0 0.44
H 4.80133 -3.94260 1.97811 0.0 0.0 0.0 0.35
H 4.47002 -4.16078 0.01301 0.0 0.0 0.0 0.49
H 3.56189 -3.49688 -1.35668 0.0 0.0 0.0 0.28
H 2.81786 -4.72802 -0.34331 0.0 0.0 0.0 0.29
H 3.28635 0.38588 3.81506 0.0 -0.1 0.0 0.13
C -7.44676 1.14601 -1.38579 0.1 -0.1 0.0 -1.74
C -6.09900 0.47220 -1.38350 0.0 0.2 -0.1 0.14
C -4.95324 1.13249 -1.80998 -0.1 0.0 0.0 -0.61
C -3.68864 0.55212 -1.79380 0.0 -0.1 0.0 1.46
C -2.59507 1.34873 -2.49850 -0.2 -0.1 0.3 -1.94
C -3.52489 -0.77326 -1.26745 0.1 0.2 -0.3 0.84
C -2.29752 -1.44392 -1.03258 0.0 -0.2 -0.3 -0.72
O -1.07920 -0.96924 -1.05010 -0.5 0.2 -0.3 -0.33
C -4.72933 -1.48892 -0.94473 0.0 -0.1 0.1 0.90
C -4.68863 -2.93921 -0.54025 0.0 0.0 0.0 -1.99
C -5.95414 -0.86267 -0.99887 0.0 0.0 0.1 -0.74
H -7.36177 2.17802 -1.72592 0.0 0.0 0.0 0.35
H -7.88565 1.15749 -0.38422 0.0 0.0 0.0 0.35
H -8.15121 0.62774 -2.04298 0.0 0.0 0.0 0.36
H -5.05087 2.14040 -2.20566 0.0 -0.1 0.0 0.38
H -3.03213 1.74857 -3.41158 0.1 -0.1 -0.1 0.55
H -1.77395 0.70045 -2.78618 0.1 0.0 0.1 0.08
H -1.54462 2.22250 -0.93623 0.3 -0.1 0.4 -0.57
H -2.38022 -2.50985 -0.84010 0.1 -0.1 0.1 0.44
H -4.37422 -3.56548 -1.38062 0.0 0.0 0.0 0.39
H -5.67858 -3.26951 -0.22249 0.0 0.0 0.0 0.31
H -3.99589 -3.12125 0.28533 0.0 0.0 0.0 0.34
H -6.84149 -1.42688 -0.72022 0.0 0.0 0.0 0.32
N -2.07191 2.48546 -1.74312 0.0 0.0 -0.4 0.34
C -2.80507 3.65494 -1.58182 -0.1 0.0 0.2 0.58
C -3.50615 4.24420 -2.63927 0.0 0.1 0.0 -0.30
C -4.19613 5.43296 -2.45339 0.0 0.0 0.0 -0.62
C -4.21225 6.06903 -1.21948 0.0 0.0 0.1 -0.51
C -3.52542 5.48643 -0.16016 0.0 0.1 -0.1 -0.84
C -2.83926 4.29787 -0.33682 0.1 -0.1 0.0 -0.34
H -3.50088 3.78047 -3.61750 0.0 0.0 0.0 0.44
H -4.72407 5.87509 -3.29102 0.0 0.0 0.0 0.38
H -4.75185 6.99680 -1.08070 0.0 0.0 0.0 0.39
H -3.53040 5.95335 0.81819 0.0 0.0 0.0 0.43
H -2.31159 3.85845 0.50560 0.0 0.0 -0.1 0.63
Se 0.36804 1.26044 3.86197 -0.2 0.2 0.1 -0.54
C -0.73502 2.66283 4.53610 0.1 -0.1 -0.1 0.30
C -0.20678 3.65321 5.37182 -0.1 0.0 0.0 -0.63
C -1.01363 4.69248 5.80324 0.0 0.0 0.0 -0.32
N -2.30101 4.83432 5.47595 0.0 0.0 0.0 -0.67
C -2.81017 3.87926 4.69641 0.0 0.0 0.0 -0.46
C -2.09102 2.79485 4.21653 0.0 0.1 0.1 -0.11
H 0.83234 3.60255 5.66984 0.0 0.0 0.0 0.35
H -0.60538 5.46665 6.44878 0.0 0.0 0.0 0.34
H -3.86167 3.98763 4.43844 0.1 0.0 0.0 0.36
H -2.59777 2.04780 3.61848 0.0 0.0 -0.1 0.48
C 3.60535 3.58318 -0.41293 0.0 0.0 0.0 -1.30
C 2.20568 4.14922 -0.14592 0.1 0.1 0.0 1.59
C 2.11596 4.69072 1.28049 -0.1 0.0 0.0 -1.76
C 1.89268 5.26606 -1.13870 0.0 -0.1 0.0 -1.93
N 1.15628 3.13856 -0.34967 -0.4 0.0 -0.1 -0.44
N 1.15972 2.07507 0.58830 -0.1 -0.2 0.3 0.79
H 4.37146 4.34053 -0.22619 0.0 0.0 0.0 0.50
H 3.69307 3.24765 -1.44929 0.0 0.0 0.0 0.33
H 3.81834 2.72847 0.23621 0.1 0.0 0.0 0.10
H 2.76830 5.56035 1.38286 0.0 0.0 0.0 0.54
H 2.42435 3.94934 2.02138 0.0 0.0 0.0 0.20
H 1.09037 4.99827 1.50481 0.1 0.0 0.0 0.35
H 2.62530 6.07182 -1.05190 0.0 0.0 0.0 0.45
H 0.89397 5.66268 -0.94541 0.0 0.0 0.0 0.38
H 1.91651 4.88587 -2.16446 0.0 0.0 0.0 0.40
H 1.26108 2.71217 -1.26412 0.0 0.0 -0.1 0.20
H 0.79222 2.41117 1.47617 -0.1 0.0 0.1 -0.17
H 2.10726 1.77342 0.81317 0.1 -0.1 0.0 0.03
N 5.16630 -0.06970 -5.83450 -0.1 0.0 0.2 -0.70
C 4.45954 -0.01121 -4.91271 0.1 0.0 -0.1 0.12
C 3.60495 0.05739 -3.79770 0.0 0.0 0.0 0.04
C 4.10201 0.00626 -2.45650 0.0 0.0 -0.2 -1.13
C 3.23495 0.05496 -1.41109 0.0 0.0 0.0 -0.17
N 1.86666 0.14374 -1.52952 -0.1 -0.1 0.0 0.67
C 1.39717 0.21631 -2.82137 0.0 0.1 0.0 -0.27
C 2.18325 0.18440 -3.93055 0.2 0.0 0.0 -0.65
H 5.16721 -0.06212 -2.27399 0.0 0.0 0.0 0.50
H 3.62203 0.02602 -0.39660 -0.1 0.0 0.0 0.45
H 0.32149 0.30071 -2.92706 0.0 -0.1 0.0 -0.07
H 1.73433 0.24840 -4.91308 0.0 0.0 0.0 0.49
```
Forces are in eV/Å.

A molecular structure, C49H55BF4LaN2O2P2S at a distorted geometry. Source: the Open Molecules 2025 dataset; level of theory: the ωB97M-V functional and the def2-TZVPD basis.

Results
charge	+1
gap between HOMO and LUMO	8.237	eV

The geometry in XYZ format:
```
117
Properties=species:S:1:pos:R:3:forces:R:3:mulliken_charge:R:1
La -0.33410 -0.36370 -0.03550 -1.7 -1.9 -0.2 1.80
C 6.60160 -4.17640 -0.41470 -0.1 0.1 0.1 -1.92
C 5.54720 -3.57040 0.52370 0.2 0.0 0.1 1.49
C 5.97780 -3.73650 1.99170 -0.1 0.0 -0.1 -1.60
C 5.39250 -2.09480 0.20670 -0.2 -0.2 0.1 0.49
C 6.51050 -1.27960 0.05640 -0.2 0.0 0.0 -0.18
C 6.39320 0.04790 -0.30750 0.1 0.1 0.0 -1.52
C 5.14120 0.59590 -0.48620 0.0 -0.2 0.0 0.08
C 4.00200 -0.16750 -0.27830 -0.3 -0.1 0.0 1.02
P 2.32590 0.63790 -0.31620 2.5 -0.2 -0.1 1.32
C 2.64330 1.59630 -1.83720 -0.3 -0.1 0.0 0.90
C 3.04430 0.83210 -2.93410 0.0 0.0 0.1 -0.53
C 3.31320 1.43360 -4.14790 0.0 0.0 -0.1 -0.77
C 3.15540 2.80450 -4.28680 0.0 0.0 0.0 -0.67
C 2.73920 3.56490 -3.20790 0.0 0.1 -0.1 -0.89
C 2.47930 2.96790 -1.98530 0.0 -0.2 0.1 -0.27
C 2.66300 1.62250 1.19160 -0.4 0.0 -0.2 0.98
C 3.44070 2.77440 1.23490 -0.1 0.0 0.1 -0.35
C 3.64830 3.42380 2.44120 0.0 0.0 0.0 -0.78
C 3.10250 2.92330 3.61120 0.0 -0.1 0.0 -0.74
C 2.33940 1.76680 3.57750 -0.1 0.0 0.1 -0.86
C 2.11610 1.12380 2.37300 0.0 0.0 -0.3 -0.40
C 4.13780 -1.50920 0.06620 0.4 0.5 -0.2 -1.38
O 2.95410 -2.20380 0.24150 0.4 -0.2 0.2 -0.09
C 3.03220 -3.56700 0.22980 -0.3 -0.8 0.0 -1.20
C 1.81930 -4.24380 0.08910 0.0 0.4 0.1 1.09
C 1.79610 -5.62670 -0.03610 0.3 0.2 0.0 -0.64
C 2.97100 -6.33920 0.06750 0.0 -0.1 0.1 -1.83
C 4.16230 -5.66850 0.27020 -0.2 0.1 0.0 -0.13
C 4.22500 -4.28190 0.32230 0.0 0.3 0.0 0.64
P 0.25480 -3.31360 0.05490 0.5 -1.7 -0.1 0.88
C -0.37750 -4.10090 -1.47920 0.0 0.1 0.2 1.42
C -1.19160 -5.22140 -1.57040 0.1 0.3 0.0 -0.15
C -1.55590 -5.69510 -2.82180 -0.1 -0.1 -0.1 -0.95
C -1.09000 -5.08380 -3.97200 0.0 0.0 0.0 -0.99
C -0.24700 -3.98660 -3.88140 0.1 0.0 0.0 -0.54
C 0.09910 -3.49370 -2.64090 -0.1 -0.1 0.1 -1.03
C -0.61720 -3.97380 1.53590 0.0 0.2 -0.2 1.37
C -0.33210 -5.15980 2.21000 -0.1 -0.1 0.0 -0.37
C -1.01460 -5.47440 3.37410 0.1 -0.1 0.0 -0.88
C -1.96400 -4.61510 3.89960 -0.1 0.1 -0.1 -0.96
C -2.23820 -3.42320 3.25230 -0.1 0.1 0.1 -0.43
C -1.56450 -3.10880 2.08720 0.2 0.0 -0.2 -0.19
H 7.54910 -3.65560 -0.32580 0.1 0.0 0.0 0.44
H 6.25950 -4.10020 -1.44470 0.0 0.0 -0.1 0.40
H 6.78190 -5.22120 -0.18360 0.0 -0.1 0.0 0.45
H 6.91270 -3.21060 2.16940 0.1 0.0 0.1 0.42
H 6.11630 -4.78960 2.22650 0.0 -0.1 0.1 0.41
H 5.22030 -3.33060 2.66050 0.0 0.0 0.1 0.37
H 7.49610 -1.67830 0.23450 0.1 -0.1 -0.1 0.41
H 7.27650 0.65060 -0.45130 0.1 0.1 0.0 0.44
H 5.03830 1.62640 -0.78630 0.0 0.1 0.0 0.35
H 3.16650 -0.24000 -2.82310 0.1 0.0 0.0 0.28
H 3.64730 0.83990 -4.98570 0.0 -0.1 -0.1 0.47
H 3.35180 3.28620 -5.23310 0.1 0.0 -0.1 0.42
H 2.62060 4.63270 -3.32180 0.0 0.1 0.0 0.47
H 2.15600 3.56970 -1.15140 -0.1 0.1 0.1 0.20
H 3.88470 3.18230 0.33920 0.0 0.0 -0.1 0.26
H 4.23670 4.32890 2.46930 0.1 0.1 0.0 0.45
H 3.27200 3.42750 4.55050 0.0 0.1 0.1 0.40
H 1.91290 1.37700 4.49020 0.0 -0.1 0.0 0.48
H 1.50640 0.21640 2.34250 0.1 0.1 0.2 0.23
H 0.86580 -6.13830 -0.22950 0.0 0.0 0.0 0.59
H 2.95800 -7.41380 0.00450 0.0 -0.2 0.0 0.42
H 5.06410 -6.24630 0.37620 0.2 0.0 0.0 0.42
H -1.53970 -5.72600 -0.67970 -0.1 0.0 0.1 0.43
H -2.19930 -6.55730 -2.90440 -0.1 -0.1 0.0 0.52
H -1.38210 -5.45920 -4.94140 0.0 -0.1 -0.1 0.41
H 0.13400 -3.51720 -4.77480 0.0 0.1 -0.1 0.47
H 0.74300 -2.62170 -2.56100 0.1 0.0 -0.1 0.39
H 0.42200 -5.83800 1.84520 0.0 0.0 0.0 0.57
H -0.79730 -6.39560 3.88950 0.1 -0.2 0.0 0.46
H -2.48280 -4.86640 4.81060 0.0 0.0 0.1 0.45
H -2.96340 -2.73570 3.65840 -0.1 0.1 0.0 0.57
H -1.77900 -2.16960 1.58840 -0.2 -0.2 0.2 -0.95
F -1.39750 0.22040 1.99900 -0.2 0.2 0.4 -0.48
B -2.74730 0.51960 1.40610 -0.2 -0.3 -0.2 -0.22
F -3.45170 1.32910 2.17890 -0.2 0.5 0.5 -0.23
F -3.30230 -0.72330 1.17780 -0.3 -0.5 0.3 0.37
F -2.42650 1.04370 0.12920 0.0 0.4 0.0 -0.46
C -0.08010 2.72610 0.50580 -0.2 1.0 0.1 -0.97
O 0.27790 1.60570 -0.25670 0.1 2.5 -0.3 -0.34
H 0.70510 3.49070 0.44680 -0.1 -0.1 0.1 0.36
H -0.20870 2.47300 1.56830 0.0 0.1 -0.2 0.31
H -1.00990 3.16570 0.12940 0.1 -0.1 0.1 0.27
C -6.97280 -1.30940 0.99940 -0.1 -0.2 0.0 -0.91
C -7.79540 -2.18060 0.05640 0.1 0.3 -0.1 -0.30
C -7.47120 -1.97370 -1.42460 0.1 -0.4 0.2 -0.93
C -6.19530 -2.67210 -1.90620 -0.5 -0.1 -0.1 -0.32
N -4.98170 -1.92650 -1.60920 0.1 0.2 0.1 0.13
C -3.80140 -2.35140 -1.15610 0.3 0.0 -0.1 0.16
S -2.42340 -1.54380 -1.77500 0.1 0.2 -0.4 -0.63
N -3.63950 -3.40690 -0.35080 0.0 0.1 0.0 1.98
C -4.53750 -3.91840 0.67720 -0.3 -0.1 0.3 0.74
C -4.18760 -5.36340 1.02630 0.0 0.1 -0.4 -0.12
C -4.36230 -6.33580 -0.14440 -0.1 0.0 0.2 -0.38
C -5.79750 -6.81200 -0.32980 0.3 0.0 -0.1 -1.56
H -7.14400 -1.62140 2.02720 0.0 0.1 0.1 0.34
H -7.26660 -0.26670 0.90570 0.0 0.1 0.0 0.42
H -5.90850 -1.37570 0.79660 0.1 0.0 0.0 -0.03
H -8.84970 -1.94800 0.21230 0.0 -0.1 0.0 0.41
H -7.66510 -3.23630 0.30820 -0.1 -0.1 0.0 0.20
H -7.39710 -0.90670 -1.63850 -0.1 0.1 -0.1 0.31
H -8.29770 -2.37080 -2.01690 0.0 0.0 -0.1 0.41
H -6.23870 -2.77130 -2.99780 0.0 -0.1 0.1 0.41
H -6.12750 -3.67640 -1.49330 0.0 0.0 -0.1 0.06
H -4.90830 -1.07340 -2.15090 0.2 -0.1 0.2 0.33
H -2.66710 -3.62030 -0.15440 -0.2 0.1 -0.2 -1.97
H -5.56730 -3.85540 0.34180 0.0 0.1 0.0 -0.40
H -4.43450 -3.29290 1.57240 -0.1 0.0 -0.1 -0.16
H -4.82400 -5.67020 1.85800 0.1 0.0 0.1 0.83
H -3.15500 -5.39510 1.37960 0.1 0.0 0.1 -0.59
H -3.73080 -7.20810 0.03170 0.1 0.0 -0.1 0.60
H -4.01570 -5.85390 -1.06080 0.1 0.0 -0.1 -0.04
H -6.12740 -7.38670 0.53160 -0.1 0.0 0.1 0.41
H -5.86430 -7.45290 -1.20450 -0.1 -0.1 -0.1 0.42
H -6.48260 -5.97960 -0.46720 -0.2 0.1 0.0 0.22
```
Forces are in eV/Å.

| no. | E_tot (eV) |
| --- | --- |
| 1 | -138196.2093 |
| 2 | -100604.4215 |